(1)
Density functional theory data (ωB97M-V/def2-TZVPD) for the ion C17H21N2O with charge +1.

Properties
ΔE to the lowest compared entry with this formula, charge and spin, kcal/mol: 0.0
Highest occupied orbital energy, Eh: -0.40617
HOMO-LUMO gap, eV: 7.8

ORCA input file:
```
! RIJCOSX wB97M-V def2-TZVPD def2/J DEFGRID3
* xyz 1 1
C -1.227 -2.120 -1.365
C -0.234 -1.422 -0.427
N -0.714 -1.497 0.877
C 0.091 -1.052 2.074
C -0.416 -1.856 3.269
C 0.224 -1.550 4.606
O -1.807 -1.565 3.457
N 0.080 -0.035 -0.800
C 1.366 0.399 -1.199
C 2.571 -0.291 -1.224
C 3.730 0.438 -1.538
C 3.663 1.806 -1.877
C 2.427 2.459 -1.956
C 1.278 1.738 -1.622
C -0.116 2.087 -1.628
C -0.766 3.271 -1.980
C -2.166 3.279 -1.947
C -2.887 2.112 -1.643
C -2.234 0.918 -1.292
C -0.846 0.949 -1.218
H -0.899 -3.170 -1.437
H -2.254 -2.080 -0.949
H -1.179 -1.687 -2.372
H 0.702 -1.962 -0.487
H -1.633 -1.018 0.907
H -0.939 -2.504 0.998
H -0.095 0.027 2.230
H 1.155 -1.232 1.858
H -0.242 -2.921 3.035
H 1.319 -1.638 4.586
H -0.045 -0.537 4.934
H -0.136 -2.246 5.376
H -2.365 -2.068 2.820
H 2.607 -1.350 -0.995
H 4.705 -0.048 -1.512
H 4.589 2.360 -2.090
H 2.334 3.508 -2.254
H -0.169 4.139 -2.257
H -2.702 4.206 -2.181
H -3.976 2.150 -1.678
H -2.793 0.004 -1.096
*
```

---

(2)
Density functional theory data (ωB97M-V/def2-TZVPD) for a structure of composition C17H21N3O2.

Properties
ΔE to the lowest compared entry with this formula, charge and spin, kcal/mol: 55.4
Highest occupied orbital energy, Eh: -0.30028
HOMO-LUMO gap, eV: 8.2

ORCA input file:
```
! RIJCOSX wB97M-V def2-TZVPD def2/J DEFGRID3
* xyz 0 1
C -4.239 2.577 0.239
C -2.753 2.589 0.173
C -1.961 1.481 0.097
N -0.610 1.449 -0.035
C 0.007 2.687 -0.049
O 1.230 2.901 -0.123
N -0.780 3.816 0.080
C -2.137 3.913 0.215
O -2.666 5.015 0.342
H -4.580 3.618 0.255
H -4.669 2.081 -0.635
H -4.611 2.084 1.143
H -2.429 0.506 0.156
H -0.254 4.667 0.129
C 0.396 -3.267 2.503
C -0.229 -1.902 2.836
C 0.544 -0.737 2.244
N 0.806 -0.975 0.834
C 0.848 0.129 0.020
C 1.055 -0.127 -1.418
C 0.564 -1.226 -2.134
C 1.095 -1.479 -3.405
C 2.093 -0.648 -3.938
C 2.377 0.561 -3.308
C 1.832 0.825 -2.062
C 1.674 -2.193 0.659
C 0.852 -3.416 1.047
H 1.279 -3.399 3.140
H -0.311 -4.059 2.767
H -1.245 -1.853 2.427
H -0.305 -1.758 3.910
H -0.037 0.193 2.286
H 1.490 -0.571 2.784
H 1.485 0.900 0.449
H -0.216 -1.892 -1.724
H 0.743 -2.330 -3.999
H 2.610 -0.908 -4.852
H 3.018 1.320 -3.758
H 2.020 1.736 -1.524
H 2.052 -2.318 -0.373
H 2.558 -2.163 1.317
H 1.423 -4.338 0.910
H -0.022 -3.491 0.377
*
```

---

(3)
Density functional theory data (ωB97M-V/def2-TZVPD) for the molecule C17H21N3O2.

Properties
ΔE to the lowest compared entry with this formula, charge and spin, kcal/mol: 48.0
Highest occupied orbital energy, Eh: -0.30672
HOMO-LUMO gap, eV: 8.7

ORCA input file:
```
! RIJCOSX wB97M-V def2-TZVPD def2/J DEFGRID3
* xyz 0 1
C -1.050 -3.005 0.572
C -2.473 -2.717 0.096
O -2.623 -1.426 -0.445
C -2.617 -0.363 0.485
O -3.754 0.437 0.305
C -3.836 1.085 -0.958
C -5.177 1.795 -1.034
C -1.333 0.445 0.411
C -0.475 0.347 -0.676
C 0.685 1.096 -0.721
C 1.007 1.967 0.316
C 2.220 2.784 0.280
C 3.467 2.360 0.055
C 3.911 0.981 -0.101
N 5.168 0.827 -0.514
C 5.609 -0.417 -0.641
C 4.833 -1.520 -0.362
C 3.524 -1.256 0.078
N 2.632 -2.243 0.343
N 3.082 -0.010 0.210
C 0.121 2.092 1.384
C -1.030 1.329 1.439
H -0.777 -2.331 1.381
H -0.985 -4.030 0.928
H -0.351 -2.867 -0.249
H -2.738 -3.393 -0.722
H -3.184 -2.868 0.922
H -2.740 -0.756 1.507
H -3.746 0.338 -1.756
H -3.011 1.805 -1.058
H -5.269 2.307 -1.987
H -5.257 2.519 -0.228
H -5.984 1.075 -0.933
H -0.727 -0.324 -1.483
H 1.345 1.019 -1.571
H 2.064 3.841 0.467
H 4.279 3.072 0.005
H 6.633 -0.518 -0.979
H 5.198 -2.529 -0.469
H 2.953 -3.185 0.472
H 1.765 -1.965 0.768
H 0.351 2.776 2.189
H -1.708 1.423 2.275
*
```

---

(4)
Density functional theory data (ωB97M-V/def2-TZVPD) for the molecule C17H21N3O2.

Properties
ΔE to the lowest compared entry with this formula, charge and spin, kcal/mol: 34.6
Highest occupied orbital energy, Eh: -0.32912
HOMO-LUMO gap, eV: 9.6

ORCA input file:
```
! RIJCOSX wB97M-V def2-TZVPD def2/J DEFGRID3
* xyz 0 1
O -1.780 -0.278 -1.601
C -2.017 -0.253 -0.409
C -0.924 -0.207 0.649
C -0.168 1.125 0.565
C 0.709 1.210 -0.694
C 1.950 0.421 -0.538
N 3.156 0.885 -0.424
C 3.919 -0.243 -0.280
C 5.358 -0.212 -0.116
C 6.021 1.012 -0.081
C 7.394 1.046 0.077
C 8.109 -0.134 0.200
C 7.451 -1.354 0.164
C 6.079 -1.399 0.006
N 3.200 -1.337 -0.302
O 1.917 -0.917 -0.470
N -3.272 -0.232 0.083
C -4.452 -0.256 -0.754
C -5.345 0.959 -0.490
C -6.126 0.594 0.778
C -6.193 -0.946 0.803
C -5.365 -1.432 -0.396
H -0.231 -1.028 0.461
H -1.349 -0.328 1.646
H -0.887 1.947 0.543
H 0.456 1.249 1.453
H 0.136 0.824 -1.541
H 1.001 2.242 -0.885
H 5.446 1.919 -0.179
H 7.909 1.995 0.105
H 9.182 -0.105 0.323
H 8.012 -2.272 0.258
H 5.548 -2.337 -0.025
H -3.426 -0.216 1.077
H -4.088 -0.300 -1.783
H -4.766 1.874 -0.376
H -6.025 1.086 -1.331
H -7.119 1.040 0.771
H -5.608 0.968 1.662
H -5.782 -1.332 1.736
H -7.220 -1.300 0.732
H -6.015 -1.644 -1.245
H -4.794 -2.332 -0.172
*
```

---

(5)
Density functional theory data (ωB97M-V/def2-TZVPD) for the molecule C17H21N3O5S.

Properties
ΔE to the lowest compared entry with this formula, charge and spin, kcal/mol: 78.1
Highest occupied orbital energy, Eh: -0.30881
HOMO-LUMO gap, eV: 8.9

ORCA input file:
```
! RIJCOSX wB97M-V def2-TZVPD def2/J DEFGRID3
* xyz 0 1
C 1.784 -0.209 4.871
O 0.823 -0.340 3.850
C 1.249 -0.441 2.558
C 2.574 -0.397 2.152
C 2.894 -0.507 0.806
C 1.892 -0.676 -0.123
S 2.300 -0.776 -1.863
O 3.728 -0.894 -1.979
O 1.482 -1.784 -2.474
N 1.821 0.752 -2.357
C 0.595 0.816 -3.127
C 0.839 0.514 -4.605
C 1.908 1.452 -5.160
C 3.181 1.335 -4.325
C 2.866 1.619 -2.856
C 0.563 -0.728 0.256
C 0.226 -0.602 1.595
N -1.084 -0.631 2.061
C -2.236 -0.608 1.339
O -2.320 -0.562 0.129
C -3.433 -0.638 2.215
C -4.789 -0.657 1.808
C -5.483 -0.678 2.987
C -6.932 -0.693 3.300
O -4.608 -0.671 4.006
N -3.350 -0.646 3.527
H 1.218 -0.165 5.800
H 2.366 0.710 4.758
H 2.460 -1.069 4.898
H 3.366 -0.276 2.873
H 3.918 -0.478 0.471
H -0.097 0.091 -2.701
H 0.178 1.821 -3.003
H 1.174 -0.521 -4.688
H -0.095 0.623 -5.159
H 2.119 1.206 -6.202
H 1.543 2.482 -5.123
H 3.580 0.322 -4.397
H 3.940 2.034 -4.680
H 3.746 1.446 -2.238
H 2.532 2.654 -2.727
H -0.204 -0.876 -0.483
H -1.186 -0.622 3.070
H -5.160 -0.658 0.806
H -7.352 0.305 3.179
H -7.454 -1.367 2.625
H -7.081 -1.011 4.328
*
```

---

(6)
Density functional theory data (ωB97M-V/def2-TZVPD) for the molecule C17H21N5O2S.

Properties
ΔE to the lowest compared entry with this formula, charge and spin, kcal/mol: 36.3
Highest occupied orbital energy, Eh: -0.33338
HOMO-LUMO gap, eV: 9.6

ORCA input file:
```
! RIJCOSX wB97M-V def2-TZVPD def2/J DEFGRID3
* xyz 0 1
C -1.618 6.057 1.561
C -2.417 4.879 1.081
C -3.682 5.057 0.529
C -4.436 3.982 0.087
C -3.924 2.701 0.194
C -2.661 2.500 0.741
C -2.143 1.102 0.908
O -1.634 0.706 1.945
N -2.318 0.298 -0.175
C -1.850 -1.089 -0.244
C -2.515 -1.970 0.813
C -0.351 -1.148 -0.146
C 0.424 -1.740 -1.042
C 1.902 -1.772 -0.863
O 2.485 -1.178 0.028
N 2.580 -2.504 -1.797
C 4.007 -2.751 -1.643
C 4.618 -3.123 -2.984
C 4.243 -3.828 -0.609
N 4.334 -5.083 -0.915
N 4.505 -5.888 0.171
C 4.545 -5.209 1.273
S 4.355 -3.519 1.079
C -1.892 3.587 1.176
N -0.604 3.426 1.781
H -1.288 5.907 2.588
H -0.716 6.190 0.963
H -2.208 6.971 1.503
H -4.086 6.060 0.459
H -5.424 4.143 -0.324
H -4.515 1.848 -0.114
H -2.591 0.744 -1.034
H -2.146 -1.449 -1.231
H -2.220 -3.009 0.663
H -2.220 -1.660 1.812
H -3.600 -1.898 0.728
H 0.106 -0.683 0.722
H 0.004 -2.219 -1.922
H 2.061 -3.151 -2.371
H 4.438 -1.819 -1.279
H 5.691 -3.275 -2.880
H 4.190 -4.052 -3.359
H 4.441 -2.324 -3.702
H 4.672 -5.678 2.236
H -0.645 2.702 2.488
H 0.102 3.157 1.106
*
```

---

(7)
Density functional theory data (ωB97M-V/def2-TZVPD) for a structure of composition C17H21NNd.

Properties
Highest occupied orbital energy (alpha / beta), Eh: -0.35190 / -0.35200
HOMO-LUMO gap (alpha / beta), eV: 5.2 / 5.3

ORCA input file:
```
! RIJCOSX wB97M-V def2-TZVPD def2/J DEFGRID3
* xyz 1 4
Nd 0.799 -0.215 -0.361
C 0.924 3.655 -0.758
C 0.934 2.360 -1.523
C -0.257 1.812 -2.021
C -0.255 0.675 -2.837
C -1.526 0.175 -3.466
C 0.974 0.061 -3.127
C 2.183 0.581 -2.645
C 3.498 -0.023 -3.060
C 2.144 1.721 -1.828
H 0.890 3.486 0.322
H 0.055 4.253 -1.023
H 1.824 4.231 -0.969
H -1.187 2.346 -1.866
H -2.245 0.984 -3.579
H -1.998 -0.602 -2.859
H -1.326 -0.254 -4.446
H 0.997 -0.760 -3.834
H 3.828 -0.797 -2.362
H 4.276 0.737 -3.093
H 3.416 -0.485 -4.041
H 3.076 2.186 -1.525
C 0.709 -3.241 3.404
C -0.486 -2.335 3.325
C -1.495 -2.380 4.274
C -2.603 -1.541 4.207
C -2.701 -0.638 3.167
C -1.702 -0.573 2.203
C -1.797 0.407 1.065
C -0.581 -1.416 2.262
N 0.399 -1.329 1.280
H 0.649 -3.894 4.274
H 1.632 -2.661 3.465
H 0.788 -3.859 2.507
H -1.416 -3.088 5.090
H -3.378 -1.594 4.960
H -3.558 0.023 3.102
H -2.709 0.998 1.125
H -1.820 -0.126 0.096
H -0.952 1.120 1.095
*
```

---

(8)
Density functional theory data (ωB97M-V/def2-TZVPD) for the molecule C17H21NO5.

Properties
ΔE to the lowest compared entry with this formula, charge and spin, kcal/mol: 123.0
Highest occupied orbital energy, Eh: -0.28445
HOMO-LUMO gap, eV: 8.3

ORCA input file:
```
! RIJCOSX wB97M-V def2-TZVPD def2/J DEFGRID3
* xyz 0 1
C 2.348 -1.548 3.975
O 1.130 -0.917 4.167
C 0.108 -0.933 3.244
C 0.098 0.128 2.315
C -0.881 0.343 1.271
C -1.951 -0.538 1.236
C -1.948 -1.633 2.098
C -0.959 -1.849 3.142
O -1.242 -2.909 3.994
C -0.466 -3.168 5.119
C -3.025 -0.371 0.203
C -2.495 -0.453 -1.237
O -2.691 -1.453 -1.895
N -1.722 0.688 -1.667
C -1.432 0.887 -3.151
C 0.014 0.367 -3.540
C 0.906 1.466 -4.172
O 1.112 2.637 -3.389
C 2.479 2.655 -3.190
C 3.231 1.641 -4.008
O 2.200 0.809 -4.518
C -1.154 1.691 -0.811
C -0.756 1.510 0.494
H 2.471 -2.504 4.448
H 2.521 -1.597 2.896
H 3.173 -0.892 4.342
H 1.014 0.616 2.547
H -2.885 -2.236 1.922
H -0.272 -2.183 5.650
H -0.928 -3.884 5.767
H 0.550 -3.644 4.809
H -3.331 0.654 0.505
H -3.806 -1.050 0.351
H -1.673 1.911 -3.354
H -2.260 0.324 -3.747
H -0.156 -0.335 -4.310
H 0.528 -0.144 -2.692
H 0.377 1.751 -5.103
H 2.668 2.380 -2.132
H 2.844 3.664 -3.354
H 3.923 2.055 -4.788
H 3.762 0.986 -3.305
H -1.126 2.747 -1.101
H -0.298 2.330 0.972
*
```

---

Strongest force on any atom per entry: 5.2 1.7 0.7 1.3 1.2 0.2 4.7 3.8 eV/A
Total energy per entry: -844.90964 -975.12298 -975.13475 -975.15616 -1599.02549 -1482.87097 -1276.27740 -1091.21177 Eh